No. 1
{"formula": "C54H121N9O8", "method": "ωB97M-V/def2-TZVPD", "total_energy_ha": -3224.55541, "relative_energy_ev": 0.000, "gap_ev": 8.3, "multiplicity": 1, "largest_force_ev_per_a": 2.21, "charge": 0, "smiles": "CC1(C)CCCC(C)(C)N1O.CC1(C)CCCC(C)(C)N1O.CC1(C)CCCC(C)(C)N1O.CC1(C)CCCC(C)(C)N1O.CC1(C)CCCC(C)(C)N1O.COC[C@H](C)N.COC[C@H](C)N.NC(N)=O", "elements": ["C", "C", "C", "C", "C", "C", "C", "C", "C", "N", "O", "H", "H", "H", "H", "H", "H", "H", "H", "H", "H", "H", "H", "H", "H", "H", "H", "H", "H", "H", "C", "C", "C", "C", "C", "C", "C", "C", "C", "N", "O", "H", "H", "H", "H", "H", "H", "H", "H", "H", "H", "H", "H", "H", "H", "H", "H", "H", "H", "H", "C", "C", "C", "C", "C", "C", "C", "C", "C", "N", "O", "H", "H", "H", "H", "H", "H", "H", "H", "H", "H", "H", "H", "H", "H", "H", "H", "H", "H", "H", "C", "C", "C", "C", "C", "C", "C", "C", "C", "N", "O", "H", "H", "H", "H", "H", "H", "H", "H", "H", "H", "H", "H", "H", "H", "H", "H", "H", "H", "H", "C", "C", "C", "C", "C", "C", "C", "C", "C", "N", "O", "H", "H", "H", "H", "H", "H", "H", "H", "H", "H", "H", "H", "H", "H", "H", "H", "H", "H", "H", "C", "O", "C", "C", "C", "N", "H", "H", "H", "H", "H", "H", "H", "H", "H", "H", "H", "C", "O", "C", "C", "C", "N", "H", "H", "H", "H", "H", "H", "H", "H", "H", "H", "H", "N", "C", "N", "O", "H", "H", "H", "H"], "coordinates": [[9.1171, -21.9994, -26.1252], [7.6206, -21.8280, -26.4298], [6.9535, -21.1037, -25.2547], [7.5801, -20.8882, -27.6910], [6.1975, -20.8903, -28.3343], [5.7621, -22.3213, -28.6346], [5.7699, -23.2369, -27.3837], [4.5888, -22.9100, -26.3903], [5.6328, -24.6777, -27.9621], [7.0880, -23.1497, -26.7805], [7.2490, -24.0563, -25.6944], [9.2901, -22.5148, -25.1782], [9.4277, -22.7140, -26.8983], [9.7547, -21.1243, -26.2120], [5.9139, -20.7983, -25.3556], [7.0132, -21.7171, -24.3496], [7.5549, -20.2314, -24.9859], [7.7344, -19.8550, -27.3697], [8.4217, -21.1377, -28.3370], [5.4047, -20.5803, -27.6460], [6.1148, -20.3029, -29.2482], [6.5520, -22.8165, -29.2113], [4.7677, -22.4434, -29.0624], [4.3327, -21.8560, -26.4273], [4.9486, -23.1457, -25.3868], [3.8004, -23.6166, -26.6167], [5.0397, -24.7193, -28.8794], [5.1676, -25.3447, -27.2338], [6.6162, -25.0386, -28.2624], [8.1608, -24.3438, -25.8141], [-0.5325, -20.9796, -34.6079], [-1.8680, -21.4664, -34.0414], [-2.9232, -20.3109, -34.1680], [-2.3419, -22.5554, -35.0165], [-3.4667, -23.4590, -34.4822], [-3.0170, -23.9944, -33.1347], [-2.5424, -22.9675, -32.0790], [-3.8414, -22.3342, -31.4853], [-1.8600, -23.7315, -30.9558], [-1.6694, -21.9968, -32.6926], [-1.2459, -21.0540, -31.7471], [-0.3127, -19.9682, -34.2486], [0.3760, -21.5084, -34.3196], [-0.5688, -20.9017, -35.6954], [-2.5890, -19.4198, -33.6376], [-2.8928, -20.0817, -35.2344], [-3.9079, -20.6384, -33.8542], [-2.6375, -22.2001, -36.0055], [-1.5067, -23.2253, -35.2569], [-4.3934, -22.8991, -34.3457], [-3.5868, -24.3757, -35.0599], [-2.2707, -24.7801, -33.3137], [-3.8214, -24.5948, -32.6947], [-4.4189, -21.9251, -32.3133], [-3.5351, -21.6026, -30.7412], [-4.5138, -23.0570, -31.0201], [-1.6520, -23.0243, -30.1533], [-0.9328, -24.2153, -31.2806], [-2.4291, -24.5928, -30.5999], [-0.2802, -21.1272, -31.7533], [-4.6623, -22.8448, -24.8111], [-5.3758, -21.6360, -25.4269], [-6.8901, -21.9205, -25.3777], [-5.1232, -20.3882, -24.6165], [-3.6923, -19.8694, -24.8234], [-3.5015, -19.5185, -26.2944], [-3.8975, -20.5950, -27.3344], [-4.3633, -19.9460, -28.6311], [-2.6715, -21.5357, -27.5038], [-5.0635, -21.3804, -26.8457], [-5.3206, -22.5120, -27.6460], [-4.9824, -23.8094, -25.2067], [-3.5791, -22.7868, -24.9239], [-4.9184, -22.8813, -23.7493], [-7.1105, -22.9243, -25.7357], [-7.1665, -21.9740, -24.3184], [-7.4016, -21.0654, -25.8144], [-5.8178, -19.5670, -24.8106], [-5.2134, -20.5725, -23.5419], [-3.4803, -19.0612, -24.1230], [-2.9827, -20.6567, -24.5498], [-2.4301, -19.2808, -26.3571], [-3.8911, -18.5307, -26.5555], [-3.5818, -19.8577, -29.3929], [-4.5861, -18.8827, -28.5049], [-5.2363, -20.4350, -29.0516], [-2.8500, -22.3484, -28.2056], [-2.2653, -21.8190, -26.5327], [-1.8459, -20.9742, -27.9612], [-6.0869, -22.2362, -28.1638], [1.5697, -18.9767, -32.4520], [2.4269, -17.9139, -31.7035], [3.9432, -18.1764, -31.8050], [2.2289, -16.5796, -32.4528], [0.8547, -15.9494, -32.2433], [0.4721, -15.9112, -30.7707], [0.6989, -17.2070, -29.9291], [0.7420, -16.7326, -28.4979], [-0.5088, -18.1485, -30.2248], [2.0214, -17.7406, -30.3106], [2.5095, -18.7357, -29.4300], [1.1867, -19.8118, -31.8735], [0.8157, -18.5083, -33.0810], [2.2509, -19.4369, -33.1786], [4.2806, -19.0499, -31.2482], [4.1326, -18.3096, -32.8708], [4.5240, -17.3312, -31.4382], [2.9982, -15.8517, -32.1918], [2.3339, -16.8238, -33.5136], [0.7791, -14.9477, -32.6820], [0.1228, -16.4021, -32.9237], [-0.6204, -15.8327, -30.7630], [0.8892, -15.0513, -30.2503], [1.6154, -16.1049, -28.3214], [0.8034, -17.5599, -27.7827], [-0.1532, -16.1955, -28.1768], [-0.2634, -19.2009, -30.0639], [-0.7702, -18.0484, -31.2765], [-1.3398, -17.8685, -29.5784], [1.9152, -19.4902, -29.6098], [1.1409, -22.8254, -23.9508], [0.6024, -21.4346, -24.2308], [0.7882, -21.0780, -25.7168], [-0.9127, -21.4381, -23.9244], [-1.1807, -21.3657, -22.4370], [-0.4023, -20.2569, -21.7184], [1.0929, -20.2387, -21.9917], [1.6954, -18.8947, -21.5453], [1.7876, -21.3742, -21.1829], [1.2810, -20.3987, -23.4353], [2.6329, -20.3551, -23.7891], [2.2057, -22.8090, -24.2114], [1.0234, -23.1073, -22.9109], [0.7914, -23.6362, -24.5959], [0.0716, -21.6511, -26.3116], [0.6860, -20.0140, -25.9425], [1.7563, -21.3154, -26.1669], [-1.5840, -20.7770, -24.4842], [-1.3242, -22.3844, -24.3000], [-2.2415, -21.2070, -22.2241], [-0.9774, -22.3202, -21.9401], [-0.6119, -20.3740, -20.6553], [-0.7717, -19.3000, -22.1019], [1.7851, -18.9616, -20.4637], [1.0922, -18.0647, -21.9192], [2.6743, -18.6708, -21.9709], [2.2255, -21.0373, -20.2402], [2.6724, -21.6569, -21.7602], [1.1908, -22.2575, -20.9666], [2.7840, -19.6495, -24.4280], [1.0367, -24.2354, -33.6224], [2.2723, -24.8578, -33.3189], [3.3948, -24.1683, -33.8038], [4.5824, -25.1241, -33.7516], [4.3136, -26.4869, -34.3875], [4.8942, -25.3445, -32.3075], [0.7848, -24.1990, -34.6848], [0.9889, -23.2740, -33.1095], [0.2400, -24.8274, -33.1698], [3.2041, -23.8463, -34.8342], [3.6546, -23.3215, -33.1596], [5.4932, -24.6916, -34.1701], [3.4487, -26.9192, -33.8863], [5.1112, -27.2278, -34.4603], [4.1033, -26.3268, -35.4555], [5.7694, -25.8571, -32.2688], [4.2062, -25.9957, -31.9383], [4.0461, -26.8788, -24.1722], [2.9020, -26.5670, -24.9506], [2.7523, -27.3916, -26.0901], [1.7126, -26.7361, -27.0023], [1.5332, -27.5807, -28.2668], [2.2579, -25.4065, -27.3743], [4.9940, -26.8109, -24.7161], [3.9024, -27.8422, -23.6806], [4.1004, -26.0538, -23.4590], [3.7324, -27.4981, -26.5751], [2.4272, -28.4060, -25.8163], [0.8292, -26.6181, -26.3755], [2.4460, -27.6010, -28.8597], [0.7019, -27.2244, -28.8740], [1.2610, -28.5834, -27.9308], [3.1962, -25.5920, -27.7222], [2.4674, -24.9101, -26.5109], [0.8393, -22.7012, -28.9008], [1.4898, -22.8806, -30.0759], [2.3955, -23.8985, -30.0746], [1.3973, -22.0848, -31.0252], [1.0906, -23.3840, -28.1974], [0.3601, -21.8433, -28.7114], [3.0276, -24.0326, -30.8449], [2.1761, -24.6487, -29.4364]]}

=====

No. 2
{"formula": "C54H122Cl12O21", "method": "ωB97M-V/def2-TZVPD", "total_energy_ha": -9232.52688, "relative_energy_ev": 0.000, "gap_ev": 9.7, "multiplicity": 1, "largest_force_ev_per_a": 2.88, "charge": 0, "elements": ["Cl", "C", "C", "Cl", "H", "H", "H", "H", "Cl", "C", "C", "Cl", "H", "H", "H", "H", "Cl", "C", "C", "Cl", "H", "H", "H", "H", "Cl", "C", "C", "Cl", "H", "H", "H", "H", "Cl", "C", "C", "Cl", "H", "H", "H", "H", "Cl", "C", "C", "Cl", "H", "H", "H", "H", "C", "O", "C", "C", "O", "C", "C", "O", "C", "H", "H", "H", "H", "H", "H", "H", "H", "H", "H", "H", "H", "H", "H", "C", "O", "C", "C", "O", "C", "C", "O", "C", "H", "H", "H", "H", "H", "H", "H", "H", "H", "H", "H", "H", "H", "H", "C", "O", "C", "C", "O", "C", "C", "O", "C", "H", "H", "H", "H", "H", "H", "H", "H", "H", "H", "H", "H", "H", "H", "C", "O", "C", "C", "O", "C", "C", "O", "C", "H", "H", "H", "H", "H", "H", "H", "H", "H", "H", "H", "H", "H", "H", "C", "O", "C", "C", "O", "C", "C", "O", "C", "H", "H", "H", "H", "H", "H", "H", "H", "H", "H", "H", "H", "H", "H", "C", "O", "C", "C", "O", "C", "C", "O", "C", "H", "H", "H", "H", "H", "H", "H", "H", "H", "H", "H", "H", "H", "H", "C", "O", "C", "C", "O", "C", "C", "O", "C", "H", "H", "H", "H", "H", "H", "H", "H", "H", "H", "H", "H", "H", "H"], "coordinates": [[-2.9522, -1.5156, -0.4443], [-4.3541, -1.4383, -1.6113], [-4.0278, -2.1915, -2.8525], [-2.6719, -1.4307, -3.7874], [-4.6241, -0.3906, -1.7438], [-5.1905, -1.9212, -1.1060], [-4.9226, -2.2075, -3.4748], [-3.7416, -3.2207, -2.6358], [2.4570, -5.9530, 5.7959], [0.8268, -5.3023, 6.1932], [0.2637, -4.5362, 5.0432], [-1.4698, -4.3167, 5.1633], [0.8690, -4.6598, 7.0727], [0.1459, -6.1121, 6.4555], [0.5238, -4.9180, 4.0559], [0.6163, -3.5054, 5.0077], [3.3745, -2.2102, 5.3836], [3.2073, -0.4381, 5.3031], [4.1028, 0.1393, 4.2839], [5.8305, -0.0060, 4.5211], [3.3594, -0.0108, 6.2943], [2.1459, -0.2531, 5.1379], [3.8732, 1.2022, 4.2075], [4.0086, -0.3643, 3.3218], [3.4455, -7.8099, 1.7517], [2.2898, -6.4106, 1.3874], [2.7628, -5.6112, 0.1457], [4.2046, -4.5707, 0.3639], [2.1823, -5.7862, 2.2744], [1.3518, -6.9520, 1.2641], [2.0357, -4.8869, -0.2215], [3.0259, -6.2773, -0.6759], [-1.5357, -0.8476, 5.9488], [-1.6350, 0.9110, 5.8894], [-1.8303, 1.4258, 7.3269], [-2.0832, 3.1871, 7.4670], [-2.4149, 1.1199, 5.1571], [-0.7405, 1.3058, 5.4076], [-0.9382, 1.2640, 7.9320], [-2.6614, 0.8954, 7.7916], [-5.7314, 0.5761, 0.4510], [-4.4935, 1.8430, 0.5903], [-5.0255, 3.2328, 0.2577], [-5.6995, 3.3453, -1.3737], [-3.7034, 1.5404, -0.0969], [-4.1027, 1.7208, 1.6005], [-4.2058, 3.9334, 0.4170], [-5.7812, 3.5240, 0.9872], [2.3470, -5.2139, -6.6313], [2.4076, -5.0314, -5.2539], [2.1904, -3.6285, -4.9283], [2.5225, -3.4644, -3.3939], [1.5689, -3.9912, -2.4822], [0.3343, -3.2888, -2.4266], [-0.7224, -4.0413, -1.5993], [-0.3235, -4.2887, -0.2225], [-1.2820, -4.8929, 0.5662], [1.4717, -4.7351, -7.0702], [2.3670, -6.2719, -6.8930], [3.2133, -4.7673, -7.1192], [1.1512, -3.3228, -5.0495], [2.9057, -3.0037, -5.4632], [2.6171, -2.4588, -2.9842], [3.4710, -3.9654, -3.2004], [-0.0499, -3.0687, -3.4226], [0.3930, -2.2425, -2.1269], [-0.8239, -5.0135, -2.0816], [-1.6529, -3.4774, -1.6650], [-1.4666, -5.9066, 0.2107], [-2.2422, -4.3774, 0.5474], [-0.9035, -4.9728, 1.5853], [-0.8716, -1.3734, 2.3046], [0.3643, -1.7186, 2.9222], [1.3380, -2.3134, 2.0548], [1.7947, -1.5016, 0.8663], [2.5147, -0.2769, 1.1947], [3.0121, 0.4302, 0.0769], [1.9770, 0.9504, -0.9917], [0.8596, 1.3423, -0.1672], [-0.1495, 1.8993, -1.0390], [-1.5129, -0.8154, 2.9869], [-1.4293, -2.2206, 1.9054], [-0.7885, -0.6345, 1.5076], [0.9316, -3.2879, 1.7842], [2.2386, -2.5157, 2.6344], [0.8651, -1.2067, 0.3796], [2.3461, -2.0098, 0.0753], [3.8038, -0.1845, -0.3515], [3.5236, 1.3242, 0.4338], [1.7635, 0.0866, -1.6213], [2.3228, 1.7668, -1.6258], [0.2152, 2.6926, -1.6915], [-0.9404, 2.2858, -0.3961], [-0.5714, 1.1015, -1.6502], [-4.5612, -2.5499, 3.5758], [-5.9516, -2.7203, 3.8326], [-6.7815, -2.4082, 2.6861], [-8.2328, -3.0015, 2.8629], [-8.2699, -4.4354, 2.8876], [-9.6274, -4.9231, 3.0759], [-9.8078, -6.4720, 2.9924], [-9.4946, -6.8892, 1.7203], [-8.1847, -7.4152, 1.4393], [-4.2404, -1.5085, 3.5984], [-4.1581, -2.9772, 2.6576], [-4.0261, -3.0831, 4.3617], [-6.2890, -2.8595, 1.8247], [-6.8277, -1.3357, 2.4974], [-8.8737, -2.6315, 2.0626], [-8.6602, -2.6113, 3.7865], [-10.2970, -4.4266, 2.3735], [-9.9084, -4.5678, 4.0673], [-10.8116, -6.8304, 3.2207], [-9.2774, -7.0947, 3.7129], [-8.0203, -7.6420, 0.3859], [-8.0001, -8.3654, 1.9404], [-7.4983, -6.6404, 1.7808], [7.3468, 2.9774, -0.7100], [6.8435, 3.0920, -2.0524], [5.8919, 4.1744, -2.2526], [4.6154, 4.0161, -1.4401], [4.6877, 4.2402, -0.0168], [3.3863, 4.2928, 0.5751], [3.5679, 4.3054, 2.0592], [4.2886, 5.4454, 2.5515], [5.7265, 5.2319, 2.6644], [8.3384, 2.5252, -0.7323], [6.7207, 2.4271, -0.0076], [7.4676, 3.9366, -0.2067], [5.6154, 4.1441, -3.3065], [6.2787, 5.1740, -2.0543], [4.3313, 2.9745, -1.5898], [3.7826, 4.5630, -1.8823], [2.7280, 3.4687, 0.2998], [2.8577, 5.1994, 0.2805], [4.1164, 3.4297, 2.4061], [2.6128, 4.2278, 2.5785], [5.8805, 4.3570, 3.2960], [6.0614, 6.0870, 3.2515], [6.1777, 5.0434, 1.6903], [0.9822, 1.7493, 3.1441], [0.1288, 2.9398, 3.3905], [-0.7073, 3.2571, 2.2597], [-1.7545, 4.2567, 2.6843], [-2.7484, 3.5557, 3.3663], [-3.7890, 4.2963, 4.0271], [-4.7692, 3.2733, 4.6079], [-5.1441, 2.2697, 3.6393], [-5.9561, 1.2448, 4.1427], [0.4336, 0.8171, 3.0088], [1.5414, 1.5204, 4.0512], [1.6504, 1.9214, 2.3003], [-1.2049, 2.4015, 1.8031], [-0.1696, 3.7113, 1.4275], [-2.1430, 4.8333, 1.8449], [-1.2332, 4.9328, 3.3620], [-4.3745, 4.8757, 3.3133], [-3.4216, 4.8874, 4.8661], [-5.5457, 3.8706, 5.0858], [-4.2175, 2.8523, 5.4485], [-6.1559, 0.5427, 3.3332], [-6.9178, 1.6810, 4.4126], [-5.4672, 0.7495, 4.9816], [5.4819, 0.0599, -2.2859], [4.2693, 0.1975, -3.0292], [4.3922, -0.3591, -4.2851], [3.1738, -0.1174, -5.2122], [2.0499, -0.6254, -4.5518], [0.7659, -0.0971, -5.0529], [0.1900, -0.8343, -6.3155], [1.1975, -0.8746, -7.3500], [0.7697, -1.7985, -8.3738], [6.4075, 0.0948, -2.8605], [5.5010, -0.9647, -1.9146], [5.5886, 0.7245, -1.4286], [4.6923, -1.4067, -4.3068], [5.2330, 0.2109, -4.6803], [3.4139, -0.6959, -6.1043], [3.0720, 0.9458, -5.4299], [0.7482, 0.9900, -5.1301], [0.0692, -0.3206, -4.2449], [-0.6121, -0.2020, -6.6961], [-0.2520, -1.8022, -6.0790], [1.0486, -2.8468, -8.2669], [1.1580, -1.5762, -9.3677], [-0.3008, -1.8061, -8.5787], [-0.8605, 5.8134, -1.0023], [0.0111, 5.2185, -1.9371], [-0.4342, 5.2749, -3.3046], [0.7147, 4.8401, -4.2802], [1.8491, 5.6436, -4.2727], [2.9658, 5.0720, -4.9532], [4.1054, 6.0613, -5.1043], [4.8722, 5.7862, -6.2992], [5.9039, 6.6964, -6.4793], [-1.8704, 5.4206, -1.1198], [-0.8612, 6.8756, -1.2470], [-0.5581, 5.8251, 0.0449], [-0.6571, 6.2875, -3.6408], [-1.3539, 4.7788, -3.6148], [0.3175, 4.8248, -5.2951], [0.9339, 3.7893, -4.0908], [2.6344, 4.6427, -5.8987], [3.2701, 4.3409, -4.2043], [4.5792, 6.0106, -4.1240], [3.6772, 7.0561, -5.2270], [5.6099, 7.6572, -6.9018], [6.5753, 6.2943, -7.2380], [6.5099, 7.0025, -5.6266]]}